Computed, not measured: 11 unconnected molecules or ions with the total composition C12H47BF4N3O10 in a non-equilibrium geometry, with ωB97M-V with the def2-TZVPD basis set.

## Properties
HOMO-LUMO gap, eV: 9.2
Total charge: -1
Energy above the lowest of the compared OMol25 structures with the same formula, charge and spin, eV: 2.207
HOMO energy, hartree: -0.245

Geometry as XYZ:
```
77
C12H47BF4N3O10 | OMol25 | ωB97M-V with the def2-TZVPD basis set
H -3.80551 -0.12538 -3.83984
C -3.80813 -0.21029 -4.92653
H -0.43030 0.61538 -5.10371
H 5.78408 -0.99868 2.70455
H 1.73932 -5.34308 2.56578
H 0.40967 4.48957 2.71310
H -0.66973 1.73166 1.15023
H -1.50677 -1.01643 1.23275
H -5.91223 -4.29023 3.41224
F 2.21581 1.97670 1.23482
H -6.85806 -3.06316 2.93670
H -5.54406 -2.83482 4.11291
C 1.48023 -4.28660 2.49626
H -0.87021 2.41158 -2.91377
H -1.28237 -0.94809 -4.72646
O 0.77571 3.90612 3.37780
H -0.82693 2.86052 2.14664
F 0.58058 0.62113 0.47694
B 1.65393 1.51244 0.10422
H 4.51468 2.90896 2.72760
H -2.64446 -0.06143 -0.24204
H 4.17465 2.94313 1.25278
H 0.85902 -3.99666 3.34369
O 4.90481 3.04226 1.86374
H 4.54598 -0.24315 -0.42655
N -3.53909 -0.48740 -0.04638
C 4.88750 -1.51378 3.04940
C -5.80127 -3.24192 3.13505
H -4.71057 0.12637 -5.43677
H 0.48115 0.13319 -2.73410
H 2.40614 1.17814 -2.84539
H -5.68023 -1.59938 0.98490
H 3.60552 -0.92163 1.31809
H 1.72286 3.96295 3.25171
H 2.75891 4.53938 -0.87597
O 2.66920 -3.49681 2.40949
F 2.69568 0.95402 -0.56401
H 3.30268 2.29537 -2.35559
H 1.93516 -2.03176 3.58103
C 2.37351 -2.09527 2.58508
C -2.34914 -1.18524 1.90358
N 3.21009 0.19047 3.05349
H 4.91969 -1.42196 4.13505
O 2.78421 4.61838 0.07763
O 3.02810 1.83859 -3.15069
H 1.46486 -1.78708 2.06790
H -4.93519 -1.00068 2.43913
H -3.09901 -2.41322 0.39390
H -3.73263 -1.28206 -5.11009
H 0.84867 -4.10728 1.62616
H 5.16689 -2.51173 2.71156
H -1.57709 0.56430 -7.13912
C -3.49777 -1.56053 0.94344
H -4.23430 0.20260 0.19998
H -0.83406 -1.11211 -2.44954
C -2.60092 0.58224 -5.42775
F 1.13061 2.57022 -0.72642
H 4.06283 0.73139 3.03514
H 2.32774 3.83925 0.39518
H 0.26228 2.82043 -1.99605
O 5.27723 -0.48176 -0.99626
H -2.43761 -0.30404 2.53900
H 6.05147 -0.14061 -0.54859
O -1.38656 0.64082 -3.31796
C -0.55218 -0.05919 -2.44545
N -2.46315 0.19655 -6.82327
H -3.18998 0.78939 -7.19791
C -4.82249 -1.73690 1.64329
O -4.86276 -3.07388 2.12620
H -2.19016 -2.04817 2.55025
H -0.79178 0.34393 -1.46149
O -1.32633 2.30004 1.55277
C 3.54598 -1.02401 2.40163
H 2.62120 0.66189 2.38187
H -2.74308 1.64577 -5.23593
C -1.29976 0.13912 -4.65060
O -0.36270 3.17198 -2.63012
```

Results of the Löwdin charge analysis, in e, for atoms 1 through 2: 0.07, -0.07